No. 1
Computed, not measured: a molecular structure, C4H17O5Ti2, with ωB97M-V/def2-TZVPD.

Geometry (Å):
Ti1 -1.4987 -1.5050 -0.9880
Ti2 -1.8559 1.5819 -1.0315
O1 -0.2442 0.3053 -0.5065
H1 0.1703 0.4058 -1.3769
C1 1.9669 -1.5844 1.7220
O2 2.0744 -1.2032 0.3560
H2 1.2487 -2.4013 1.8694
H3 2.9458 -1.9217 2.0482
H4 1.6759 -0.7431 2.3628
H5 1.3143 -0.6693 0.1139
C2 -1.2585 -1.0126 -4.1174
O3 -0.5775 -1.7122 -3.0364
H6 -2.0992 -0.4673 -3.7042
H7 -0.5759 -0.3215 -4.6183
H8 -1.6121 -1.7217 -4.8681
H9 0.2072 -2.1079 -3.4303
C3 -1.5095 -0.7531 2.7051
O4 -1.0830 0.4911 2.1483
H10 -2.3053 -0.5479 3.4170
H11 -1.9074 -1.4288 1.9289
H12 -0.7101 -1.2642 3.2472
H13 -0.6572 0.3191 1.3036
C4 1.0416 3.2938 0.9954
O5 1.4458 2.6825 -0.2204
H14 1.2476 2.6606 1.8624
H15 1.5992 4.2196 1.0985
H16 -0.0304 3.5568 1.0072
H17 0.9868 1.8485 -0.2879

LUMO energy (alpha / beta) ... -3.96 / -4.92 eV
Gap between HOMO and LUMO (alpha / beta) ... 0.2213 / 0.2931 Ha
Charge ... +1
HOMO energy (alpha / beta) ... -9.98 / -12.90 eV
Molecular weight ... 240.9 g mol⁻¹
Max |F| ... 1.79 eV Å⁻¹
2S+1 ... 7
⟨S²⟩ ... 12.00

Atom charges from the Löwdin analysis, given in e for atoms 1 to 8: Ti 0.7720; Ti 0.9285; O -0.5761; H -0.0050; C -0.1473; O -0.1245; H 0.0735; H 0.0848

=====

No. 2
Computed, not measured: 2 unconnected molecules or ions with the total composition C5H8N4O, with ωB97M-V/def2-TZVPD.

Geometry (Å):
C1 -4.9438 2.6212 -2.4159
N1 -3.5848 2.5020 -2.8890
N2 -2.7480 3.5808 -2.9557
C2 -1.7606 3.1400 -3.7200
C3 -1.5750 1.7551 -3.3885
C4 -0.4914 1.2770 -2.5749
N3 -0.1054 0.5600 -1.6973
C5 -2.9254 1.3617 -3.1865
N4 -3.4051 0.1335 -2.8749
H1 -5.0501 2.2387 -1.3914
H2 -5.2091 3.6817 -2.4178
H3 -5.6101 2.0452 -3.0715
H4 -0.9897 3.8323 -4.0513
H5 -2.7347 -0.5303 -2.5082
H6 -4.3332 0.0417 -2.4854
O1 -0.6865 3.1338 -0.6305
H7 -1.3928 3.5686 -1.1419
H8 -0.5017 2.0541 -0.3124

LUMO energy ... 0.36 eV
Gap between HOMO and LUMO ... 0.3233 Ha
Charge ... 0
HOMO energy ... -8.44 eV
Energy relative to the best compared isomer or geometry (same formula, charge and spin) ... 495.1 kJ/mol
Molecular weight ... 140.1 g mol⁻¹
Max |F| ... 5.69 eV Å⁻¹
SMILES string ... Cn1ncc(C#N)c1N.O
2S+1 ... 1

Atom charges from the Löwdin analysis, given in e for atoms 1 to 8: C -0.0137; N -0.1464; N 0.0707; C -0.0933; C -0.1878; C -0.1722; N 0.1133; C -0.2861

=====

No. 3
Computed, not measured: 11 unconnected molecules or ions with the total composition C3H28N6O11, with ωB97M-V/def2-TZVPD.

Geometry (Å):
O1 -1.4827 3.2557 2.5929
H1 -1.4798 2.6532 1.8168
H2 -1.1538 4.0915 2.2464
O2 1.5898 -3.4890 0.4636
H3 1.7873 -3.4511 -0.4782
H4 1.2315 -2.6001 0.6674
O3 2.2833 2.6963 0.8527
H5 1.5115 2.8882 0.3020
H6 2.4660 3.5283 1.2980
O4 1.1031 -0.6938 0.5990
H7 0.1487 -0.7203 0.8437
H8 1.1838 0.0491 -0.0093
O5 -1.1989 1.0612 4.2125
H9 -1.3236 1.7435 3.5239
H10 -1.3800 0.2285 3.7630
O6 3.9109 -1.9933 1.4265
H11 3.2514 -2.6905 1.2604
H12 3.4517 -1.1684 1.2387
O7 -1.7969 2.1311 0.0743
H13 -1.6635 1.4396 -0.6225
H14 -2.7286 2.3675 0.0044
O8 0.2501 4.3428 -0.1945
H15 -0.3099 4.9917 -0.6322
H16 -0.3549 3.6361 0.0767
C1 2.7883 -0.0893 -1.9917
O9 1.7481 0.3455 -2.4911
N1 3.3882 0.3773 -0.8745
N2 3.4904 -1.1023 -2.6094
H17 2.9235 1.0337 -0.2693
H18 4.2533 -0.0242 -0.5809
H19 4.2717 -1.4842 -2.1178
H20 3.2883 -1.3324 -3.5621
C2 -1.5277 -0.5557 -2.6361
O10 -1.7226 0.5837 -2.1609
N3 -1.8565 -0.8268 -3.9154
N4 -0.9469 -1.5419 -1.8969
H21 -1.7949 -1.7744 -4.2309
H22 -2.3685 -0.0349 -4.2710
H23 -0.5908 -1.3839 -0.9689
H24 -0.8430 -2.4064 -2.4006
C3 -2.5183 -1.5995 1.5048
O11 -1.2769 -1.5398 1.5884
N5 -3.0655 -1.8924 0.2907
N6 -3.3263 -1.7346 2.5825
H25 -4.0480 -1.7543 0.1342
H26 -2.3581 -1.7189 -0.4139
H27 -4.3257 -1.7156 2.5687
H28 -2.8791 -2.1263 3.3962

LUMO energy ... 0.06 eV
Gap between HOMO and LUMO ... 0.3670 Ha
Charge ... 0
HOMO energy ... -9.92 eV
Energy relative to the best compared isomer or geometry (same formula, charge and spin) ... 84.3 kJ/mol
Molecular weight ... 324.3 g mol⁻¹
Max |F| ... 2.55 eV Å⁻¹
SMILES string ... NC(N)=O.NC(N)=O.NC(N)=O.O.O.O.O.O.O.O.O
2S+1 ... 1

Atom charges from the Löwdin analysis, given in e for atoms 1 to 8: O -0.0661; H 0.0083; H 0.0464; O -0.0697; H 0.0384; H 0.0056; O -0.0515; H 0.0074

=====

No. 4
Computed, not measured: 3 unconnected molecules or ions with the total composition C20H31Cl2F5N2O5, with ωB97M-V/def2-TZVPD.

Geometry (Å):
C1 -6.4392 -1.9980 -3.2281
C2 -5.5720 -3.1373 -2.6972
Cl1 -3.8524 -2.6657 -2.6688
C3 -6.0590 -3.5878 -1.2786
Cl2 -6.4803 -5.3233 -1.3321
O1 -5.0640 -3.4408 -0.2748
C4 -5.4086 -2.5393 0.6832
O2 -6.0775 -2.8513 1.6389
O3 -5.0311 -1.2099 0.5114
C5 -3.6912 -0.9348 0.7408
F1 -3.4813 -0.6548 2.0414
F2 -2.9011 -1.9707 0.4237
C6 -3.2998 0.2838 -0.0919
C7 -3.8099 1.4889 0.3093
C8 -3.5318 2.6138 -0.4137
C9 -2.7412 2.4999 -1.5211
C10 -2.2375 1.3016 -1.9032
C11 -1.3869 1.1705 -3.1432
F3 -0.3803 0.3074 -2.9291
F4 -2.1154 0.6162 -4.1359
F5 -0.9123 2.3300 -3.5750
C12 -2.5113 0.1619 -1.1888
H1 -6.3219 -1.9168 -4.3073
H2 -6.1472 -1.0626 -2.7501
H3 -7.4906 -2.2224 -3.0327
H4 -5.6939 -3.9964 -3.3505
H5 -6.9234 -3.0012 -0.9680
H6 -4.4490 1.5223 1.1817
H7 -3.9740 3.5438 -0.0857
H8 -2.5450 3.3933 -2.1009
H9 -2.1269 -0.8018 -1.4878
C13 1.5514 -2.5291 2.1837
C14 1.7544 -1.5903 0.9993
C15 2.3042 -0.2111 1.3928
O4 1.3437 0.6616 1.9662
C16 1.1091 0.4674 3.3476
N1 0.4919 -1.4836 0.2604
H10 0.6675 -2.2744 2.7684
H11 1.4178 -3.5533 1.8342
H12 2.4174 -2.5143 2.8493
H13 2.4928 -2.0557 0.3394
H14 2.6415 0.2883 0.4801
H15 3.1816 -0.3001 2.0422
H16 2.0190 0.1673 3.8754
H17 0.3220 -0.2733 3.5092
H18 0.7623 1.4144 3.7624
H19 0.6516 -0.9382 -0.5832
H20 -0.1328 -0.9001 0.8123
C17 4.9045 2.7376 1.5359
C18 6.1338 1.8369 1.6063
C19 7.2809 2.2840 0.6871
O5 7.0909 1.9797 -0.6815
C20 6.2883 2.9020 -1.3963
N2 5.7216 0.4563 1.3329
H21 4.3224 2.5763 0.6286
H22 4.2411 2.5380 2.3781
H23 5.1868 3.7919 1.5772
H24 6.5085 1.8789 2.6335
H25 8.1809 1.7381 0.9832
H26 7.5021 3.3514 0.8171
H27 6.4296 3.9257 -1.0385
H28 5.2324 2.6280 -1.3364
H29 6.5835 2.8560 -2.4444
H30 6.5159 -0.1615 1.4765
H31 5.5375 0.3871 0.3349

LUMO energy ... 0.57 eV
Gap between HOMO and LUMO ... 0.3496 Ha
Charge ... 0
HOMO energy ... -8.95 eV
Molecular weight ... 545.4 g mol⁻¹
Max |F| ... 2.93 eV Å⁻¹
SMILES string ... C[C@@H](Cl)[C@@H](Cl)OC(=O)OC(F)(F)c1cccc(C(F)(F)F)c1.COC[C@@H](C)N.COC[C@@H](C)N
2S+1 ... 1

Atom charges from the Löwdin analysis, given in e for atoms 1 to 8: C -0.1120; C -0.7124; Cl 0.7219; C -0.6811; Cl 0.6946; O -0.0698; C -0.4792; O 0.2045

=====

No. 5
Computed, not measured: 2 unconnected molecules or ions with the total composition CH2FOPS, with ωB97M-V/def2-TZVPD.

Geometry (Å):
C1 1.4484 0.1183 0.0867
O1 -0.9829 1.0459 -0.9226
F1 -1.7083 -1.7674 0.4540
P1 0.4958 1.2739 -0.7770
S1 -2.6567 -0.4594 0.0697
H1 2.5531 0.1830 0.1216
H2 0.8506 -0.3943 0.9676

LUMO energy (alpha / beta) ... -3.42 / -3.41 eV
Gap between HOMO and LUMO (alpha / beta) ... 0.1971 / 0.1978 Ha
Charge ... 0
HOMO energy (alpha / beta) ... -8.78 / -8.79 eV
Energy relative to the best compared isomer or geometry (same formula, charge and spin) ... 490.7 kJ/mol
Molecular weight ... 112.1 g mol⁻¹
Max |F| ... 3.79 eV Å⁻¹
2S+1 ... 1

Here is what Löwdin gives for the atomic charges, in e: C -0.3262; O -0.6624; F -0.5705; P 0.7467; S 0.8041; H -0.0221; H 0.0304

=====

No. 6
Computed, not measured: a single C7H11NOS molecule, with ωB97M-V/def2-TZVPD.

Geometry (Å):
C1 0.7456 0.1273 -2.7908
C2 1.6953 -0.7141 -2.4162
C3 0.0763 0.8222 -1.6606
C4 -1.6605 -1.2433 0.4174
C5 0.7727 1.2967 2.0013
C6 -0.7322 -0.7226 1.3856
C7 -0.2069 0.6317 1.0495
N1 0.6463 0.3859 -0.5190
O1 -0.9020 1.5486 -1.6842
S1 1.8939 -0.8388 -0.6629
H1 0.2915 0.3799 -3.7354
H2 2.2780 -1.4178 -2.8754
H3 -2.3878 -2.0067 0.8924
H4 -2.3290 -0.3592 0.1396
H5 -1.1361 -1.5670 -0.4510
H6 1.7256 0.8664 1.7197
H7 0.7148 2.3139 1.7272
H8 0.2961 1.0429 2.9652
H9 -1.1761 -0.6357 2.3957
H10 0.2607 -1.3354 1.4907
H11 -0.8662 1.4251 0.6112

LUMO energy ... 0.56 eV
Gap between HOMO and LUMO ... 0.3295 Ha
Charge ... 0
HOMO energy ... -8.41 eV
Energy relative to the best compared isomer or geometry (same formula, charge and spin) ... 138.8 kJ/mol
Molecular weight ... 157.2 g mol⁻¹
Max |F| ... 4.40 eV Å⁻¹
SMILES string ... CC[C@@H](C)n1sccc1=O
2S+1 ... 1

Atom charges from the Löwdin analysis, given in e for atoms 1 to 8: C -0.0730; C -0.3615; C -0.6005; C -0.1208; C -0.0465; C -0.3167; C -0.2455; N -0.2593

=====

No. 7
Computed, not measured: a molecular structure, C5H7CuO4, with ωB97M-V/def2-TZVPD.

Geometry (Å):
O1 2.2111 0.6707 -1.2656
Cu1 0.2702 1.0542 -0.9501
C1 3.0064 -0.1769 -0.5358
C2 2.2805 -1.3241 0.1362
H1 3.8095 -0.6421 -1.1704
H2 3.5825 0.3523 0.2679
H3 1.5968 -1.8725 -0.5265
H4 2.8966 -1.8878 0.8504
C3 0.5682 -0.8926 1.7609
C4 -0.3574 -0.0648 1.0956
H5 1.2224 -0.3548 2.4596
H6 0.3068 -1.9101 2.0965
O2 -1.5012 -0.9037 0.7007
C5 -2.0882 -0.6182 -0.4213
O3 -1.6875 0.1571 -1.2790
O4 -3.1513 -1.3991 -0.6006
H7 -3.6875 -1.0426 -1.3195

LUMO energy (alpha / beta) ... 3.08 / 3.08 eV
Gap between HOMO and LUMO (alpha / beta) ... 0.1903 / 0.2314 Ha
Charge ... -1
HOMO energy (alpha / beta) ... -2.10 / -3.21 eV
Energy relative to the best compared isomer or geometry (same formula, charge and spin) ... 95.5 kJ/mol
Molecular weight ... 194.7 g mol⁻¹
Max |F| ... 2.50 eV Å⁻¹
2S+1 ... 2
⟨S²⟩ ... 0.79

Atom charges from the Löwdin analysis, given in e for atoms 1 to 8: O -0.3857; Cu 0.3901; C -0.5256; C -0.0758; H 0.0842; H 0.0836; H 0.0493; H 0.0353

=====

No. 8
Computed, not measured: 2 unconnected molecules or ions with the total composition CH2N2OS, with ωB97M-V/def2-TZVPD.

Geometry (Å):
C1 -1.7941 -2.0131 2.4472
N1 -2.1046 -2.9241 3.0682
N2 0.8283 0.0003 -0.0951
O1 -1.0700 1.5604 0.7638
S1 -0.6557 0.1895 0.3553
H1 1.6120 -0.1460 0.4506
H2 -1.2918 0.1868 -0.9781

LUMO energy (alpha / beta) ... -5.00 / -5.00 eV
Gap between HOMO and LUMO (alpha / beta) ... 0.1951 / 0.1952 Ha
Charge ... 0
HOMO energy (alpha / beta) ... -10.31 / -10.31 eV
Energy relative to the best compared isomer or geometry (same formula, charge and spin) ... 565.0 kJ/mol
Molecular weight ... 90.1 g mol⁻¹
Max |F| ... 4.99 eV Å⁻¹
2S+1 ... 1

Here is what Löwdin gives for the atomic charges, in e: C -0.2740; N -0.0937; N -0.1898; O -0.4238; S 0.8499; H -0.0005; H 0.1318

=====

What is the formula in the third record?
C3H28N6O11

=====

The highest max |F| belongs to which entry?
C5H8N4O

=====

Number 7 is which compound?
C5H7CuO4

=====

Among the records above, which one has the highest molecular weight?
C20H31Cl2F5N2O5